This record from OMol25 describes C4H10N2O2 in the gas phase in a non-equilibrium geometry. The level of theory is ωB97M-V with the def2-TZVPD basis set.

Last column: Löwdin charge in e.
Atoms and positions in Å:
1 C 0.189658 -1.340707 1.772182  0.01
2 C -0.127056 -0.044361 1.068623  -0.47
3 O 0.145547 1.022022 1.628756  0.01
4 N -0.634822 -0.082997 -0.218419  -0.09
5 C -0.862457 -1.299503 -0.979698  -0.04
6 C -0.573146 1.153401 -0.984752  -0.18
7 O 0.763648 1.315654 -1.492307  -0.19
8 N 1.556545 2.209058 -0.638863  0.05
9 H -0.410943 -2.185352 1.442409  0.06
10 H 0.003821 -1.212865 2.843054  0.09
11 H 1.248761 -1.568640 1.619098  0.10
12 H -1.291433 -2.082269 -0.352251  0.08
13 H 0.086181 -1.642993 -1.399574  0.10
14 H -1.577661 -1.103931 -1.784804  0.09
15 H -1.254717 1.093237 -1.839439  0.13
16 H -0.881326 2.013079 -0.377248  0.13
17 H 2.446870 1.709190 -0.613220  0.08
18 H 1.172531 2.047977 0.306454  0.04

Atoms 1-2, force components in eV/Å:
-0.5 -0.2 0.2
0.2 0.5 -0.2

Results
HOMO-LUMO gap = 0.35124 Eh
Largest force on an atom = 1.1 eV/A
ΔE to the lowest compared entry with this formula, charge and spin = 74.79 kcal/mol
HOMO level = -8.8 eV
SMILES string = CC(=O)N(C)CON
LUMO level = 0.0288 Ha